(P)
{
  "formula": "C8H12O",
  "method": "wB97M-V/def2-TZVPD",
  "homo_energy_ev": -9.167,
  "orbital_gap_ev": 10.1,
  "molar_mass_g_mol": 124.2,
  "smiles": "C1=CC[C@H]2[C@H]3[C@@H](C1)[C@@H]23.O",
  "symbols": ["C", "C", "C", "C", "C", "C", "C", "C", "H", "H", "H", "H", "H", "H", "H", "H", "H", "H", "O", "H", "H"],
  "coordinates": [[-0.991, -1.205, 0.706], [0.181, -1.668, 0.389], [1.260, -1.170, -0.440], [1.036, 0.089, -1.278], [-0.313, 0.677, -1.815], [-0.989, 1.076, -0.537], [-1.700, 0.086, 0.416], [0.509, 1.356, -0.673], [-1.593, -1.890, 1.270], [0.263, -2.692, 0.795], [1.751, -1.945, -1.083], [2.162, -0.802, 0.252], [1.792, 0.092, -2.124], [-0.433, 1.243, -2.755], [-1.531, 2.061, -0.570], [-1.799, 0.600, 1.417], [-2.761, -0.190, 0.169], [0.948, 2.294, -0.893], [0.613, 0.787, 2.621], [0.972, 1.343, 1.822], [0.625, -0.141, 2.310]],
  "mulliken_charge": [-0.434, -0.621, -0.296, 0.025, -0.892, 0.327, -0.623, -0.834, 0.319, 0.233, 0.418, 0.210, 0.376, 0.274, 0.361, 0.342, 0.444, 0.360, -0.666, 0.334, 0.342]
}

---

(Q)
{
  "formula": "C8H12O",
  "method": "wB97M-V/def2-TZVPD",
  "homo_energy_ev": -8.379,
  "orbital_gap_ev": 9.1,
  "molar_mass_g_mol": 124.2,
  "symbols": ["C", "C", "C", "C", "C", "C", "C", "C", "H", "H", "H", "H", "H", "H", "H", "H", "H", "H", "H", "H", "O"],
  "coordinates": [[-0.051, -1.634, 1.877], [0.049, -0.053, 0.255], [-1.483, 0.432, 0.143], [-1.178, 0.114, -1.379], [-0.633, -1.213, -0.683], [0.077, 0.885, -1.771], [0.780, 0.968, -0.681], [2.039, 1.791, -0.199], [-0.006, -1.086, 3.335], [-1.374, -1.493, 1.646], [0.427, -2.824, 1.675], [-2.130, -0.378, 0.472], [-1.781, 1.484, 0.588], [-1.512, 0.180, -2.472], [-1.549, -1.727, -0.064], [0.221, -1.752, -1.240], [0.447, 1.057, -2.846], [2.660, 0.878, 0.269], [2.645, 2.313, -0.914], [1.692, 2.538, 0.596], [0.659, -0.479, 1.394]],
  "mulliken_charge": [-0.399, 0.142, -0.464, -0.103, -0.406, -0.419, 0.127, -1.062, 0.233, 0.105, 0.218, 0.242, 0.232, 0.312, 0.250, 0.331, 0.274, 0.229, 0.369, 0.219, -0.428]
}

---

Which one sits at the top of the stability order? (P) does.

---

(P)
{
  "formula": "C8H12O",
  "method": "wB97M-V/def2-TZVPD",
  "homo_energy_ev": -8.744,
  "orbital_gap_ev": 9.5,
  "molar_mass_g_mol": 124.2,
  "smiles": "C#COC1CCCCC1",
  "symbols": ["C", "C", "O", "C", "C", "C", "C", "C", "C", "H", "H", "H", "H", "H", "H", "H", "H", "H", "H", "H", "H"],
  "coordinates": [[2.219, 2.207, -1.933], [1.173, 1.679, -1.527], [0.013, 1.410, -1.205], [-0.202, -0.049, -1.049], [-1.576, -0.157, -0.475], [-1.595, 0.010, 1.041], [-0.308, -0.179, 1.786], [0.654, -1.001, 1.118], [0.900, -0.889, -0.402], [3.203, 2.393, -2.293], [-0.256, -0.271, -2.184], [-1.933, -1.131, -0.695], [-2.235, 0.531, -0.914], [-2.269, -0.824, 1.484], [-1.918, 1.044, 1.189], [-0.542, -0.606, 2.787], [0.127, 0.874, 1.888], [1.602, -0.675, 1.485], [0.363, -2.024, 1.341], [0.703, -1.891, -0.816], [1.879, -0.453, -0.625]],
  "mulliken_charge": [-0.553, 0.136, -0.425, 0.262, -1.108, -0.512, -0.505, -0.596, -0.797, 0.405, 0.417, 0.376, 0.425, 0.246, 0.263, 0.338, 0.245, 0.271, 0.314, 0.276, 0.521]
}

---

(Q)
{
  "formula": "C8H12O",
  "method": "wB97M-V/def2-TZVPD",
  "homo_energy_ev": -9.128,
  "orbital_gap_ev": 10.1,
  "molar_mass_g_mol": 124.2,
  "smiles": "C=C1COC[C@@H]2C[C@@]12C",
  "symbols": ["C", "C", "C", "O", "C", "C", "C", "C", "C", "H", "H", "H", "H", "H", "H", "H", "H", "H", "H", "H", "H"],
  "coordinates": [[-2.458, -0.169, 0.463], [-1.122, -0.134, 0.437], [-0.201, -1.147, 1.212], [0.996, -1.588, 0.560], [1.727, -0.717, -0.361], [0.578, -0.093, -1.119], [-0.010, 1.071, -1.790], [-0.227, 0.808, -0.263], [0.437, 1.855, 0.599], [-2.939, -0.917, 1.053], [-3.102, 0.614, 0.023], [0.151, -0.645, 2.148], [-0.776, -2.065, 1.488], [2.335, -1.348, -0.970], [2.341, -0.027, 0.186], [-0.025, -0.975, -1.340], [0.552, 1.904, -2.110], [-0.740, 0.862, -2.580], [-0.117, 2.824, 0.630], [1.486, 2.123, 0.236], [0.526, 1.512, 1.696]],
  "mulliken_charge": [-1.104, 0.212, -0.598, -0.415, -0.468, -0.176, -0.943, 1.174, -1.325, 0.313, 0.290, 0.274, 0.369, 0.322, 0.256, 0.318, 0.318, 0.241, 0.319, 0.349, 0.273]
}

---

Which one sits at the top of the stability order? (Q) does.

---

(P)
{
  "formula": "C3H3NS2",
  "method": "wB97M-V/def2-TZVPD",
  "homo_energy_ev": -9.167,
  "orbital_gap_ev": 8.4,
  "molar_mass_g_mol": 117.2,
  "smiles": "N#CCSC=S",
  "symbols": ["N", "C", "C", "S", "C", "S", "H", "H", "H"],
  "coordinates": [[-0.144, -0.335, -2.611], [0.313, 0.179, -1.658], [0.980, 1.138, -0.695], [-0.252, 1.350, 0.621], [-0.550, -0.284, 1.369], [-0.103, -1.784, 0.810], [1.961, 0.850, -0.095], [1.201, 2.267, -1.097], [-0.932, -0.023, 2.467]],
  "mulliken_charge": [-0.384, 0.219, -0.337, -0.027, -0.147, -0.176, 0.277, 0.311, 0.265]
}

---

(Q)
{
  "formula": "C3H3NS2",
  "method": "wB97M-V/def2-TZVPD",
  "homo_energy_ev": -9.896,
  "orbital_gap_ev": 8.7,
  "molar_mass_g_mol": 117.2,
  "symbols": ["C", "C", "C", "N", "S", "S", "H", "H", "H"],
  "coordinates": [[1.036, -0.831, -1.176], [-0.613, 0.310, -1.258], [-0.136, 0.205, 1.482], [2.090, -1.230, -1.471], [-1.070, 0.604, -2.711], [-1.408, 0.550, 0.265], [0.533, -0.583, 0.883], [-0.744, -0.221, 2.303], [0.311, 1.196, 1.681]],
  "mulliken_charge": [0.023, 0.317, -0.707, -0.406, -0.131, 0.038, 0.292, 0.298, 0.277]
}

---

Which one sits at the top of the stability order? (P) does.

---

(P)
{
  "formula": "CH3N3S2",
  "method": "wB97M-V/def2-TZVPD",
  "homo_energy_ev": -8.418,
  "orbital_gap_ev": 9.0,
  "molar_mass_g_mol": 121.2,
  "symbols": ["C", "N", "N", "N", "S", "S", "H", "H", "H"],
  "coordinates": [[-0.927, -1.468, 0.603], [-1.677, -0.473, 0.831], [0.142, 0.486, -0.867], [1.141, 1.331, -0.406], [0.183, -1.273, -0.820], [-1.346, 0.897, -0.065], [-0.868, -2.283, 1.273], [1.803, 1.394, -1.152], [1.549, 1.388, 0.604]],
  "mulliken_charge": [-0.103, -0.310, -0.075, -0.418, -0.040, 0.069, 0.411, 0.226, 0.239]
}

---

(Q)
{
  "formula": "CH3N3S2",
  "method": "wB97M-V/def2-TZVPD",
  "homo_energy_ev": [-8.533, -8.532],
  "orbital_gap_ev": [7.9, 7.9],
  "molar_mass_g_mol": 121.2,
  "symbols": ["C", "N", "N", "N", "S", "S", "H", "H", "H"],
  "coordinates": [[-1.098, 0.610, -0.925], [0.794, -0.463, -0.116], [1.056, -1.027, 0.972], [-0.023, 0.625, -0.025], [0.136, 1.861, -1.265], [0.734, -0.482, 2.501], [-2.128, 0.959, -0.421], [-1.123, -0.177, -1.727], [1.651, -1.907, 1.004]],
  "mulliken_charge": [-0.376, -0.318, 0.001, 0.183, -0.138, -0.225, 0.244, 0.337, 0.293]
}

---

Which one sits at the top of the stability order? (P) does.

---

(P)
{
  "formula": "C2H8NOS",
  "method": "wB97M-V/def2-TZVPD",
  "homo_energy_ev": -14.863,
  "orbital_gap_ev": 11.0,
  "molar_mass_g_mol": 94.2,
  "total_charge": 1,
  "symbols": ["C", "C", "N", "O", "S", "H", "H", "H", "H", "H", "H", "H", "H"],
  "coordinates": [[1.432, -1.319, 0.018], [-0.679, -0.222, 0.273], [-0.355, 1.735, 0.082], [0.185, -0.861, -0.519], [-2.357, -0.126, -0.092], [1.524, -1.210, 1.049], [2.381, -0.940, -0.380], [1.608, -2.439, -0.206], [-0.458, -0.240, 1.342], [-1.287, 1.984, -0.017], [0.143, 1.817, -0.854], [0.164, 2.340, 0.727], [-2.301, -0.519, -1.422]],
  "mulliken_charge": [-0.674, 0.290, -0.614, -0.266, -0.175, 0.340, 0.297, 0.272, 0.339, 0.312, 0.331, 0.307, 0.240]
}

---

(Q)
{
  "formula": "C2H8NOS",
  "method": "wB97M-V/def2-TZVPD",
  "homo_energy_ev": [-15.745, -15.769],
  "orbital_gap_ev": [9.4, 9.4],
  "molar_mass_g_mol": 94.2,
  "total_charge": 1,
  "symbols": ["C", "C", "N", "O", "S", "H", "H", "H", "H", "H", "H", "H", "H"],
  "coordinates": [[-0.260, 1.501, -0.352], [-0.447, -1.308, -1.004], [0.185, -0.403, 1.451], [3.154, -0.174, 0.035], [0.603, -0.126, -0.016], [0.056, 2.072, -1.178], [0.090, 2.098, 0.492], [-1.310, 1.471, -0.218], [-1.323, -0.920, -0.536], [-0.365, -2.349, -0.756], [-0.545, -1.151, -2.103], [0.807, -0.648, 2.175], [-0.645, -0.062, 2.009]],
  "mulliken_charge": [-0.976, -0.810, -0.344, -0.124, 0.526, 0.385, 0.359, 0.415, 0.326, 0.341, 0.341, 0.287, 0.273]
}

---

Which one sits at the top of the stability order? (P) does.

---

(P)
{
  "formula": "C2H8NO",
  "method": "wB97M-V/def2-TZVPD",
  "homo_energy_ev": -16.949,
  "orbital_gap_ev": 12.2,
  "molar_mass_g_mol": 62.1,
  "total_charge": 1,
  "symbols": ["O", "H", "H", "H", "C", "C", "N", "H", "H", "H", "H", "H"],
  "coordinates": [[1.278, -2.134, -0.464], [0.412, -2.519, -0.264], [1.978, -2.785, -0.278], [-1.092, 2.499, -0.037], [-1.367, 1.455, 0.169], [-0.327, 0.331, 0.020], [0.944, 0.370, 0.218], [-2.110, 1.140, -0.509], [-1.820, 1.479, 1.128], [-0.727, -0.589, -0.314], [1.438, 1.320, 0.274], [1.395, -0.569, 0.058]],
  "mulliken_charge": [-0.679, 0.348, 0.336, 0.355, -1.010, 0.206, -0.186, 0.304, 0.346, 0.301, 0.303, 0.376]
}

---

(Q)
{
  "formula": "C2H8NO",
  "method": "wB97M-V/def2-TZVPD",
  "homo_energy_ev": -16.537,
  "orbital_gap_ev": 11.4,
  "molar_mass_g_mol": 62.1,
  "total_charge": 1,
  "symbols": ["C", "C", "N", "H", "H", "H", "H", "H", "H", "H", "H", "O"],
  "coordinates": [[1.248, -0.386, 0.534], [-0.550, -1.680, -0.294], [-0.172, -0.521, 0.181], [2.046, -0.975, 0.040], [1.520, 0.658, 0.484], [1.219, -0.608, 1.610], [0.157, -2.369, -0.598], [-1.646, -1.695, -0.539], [-0.798, 0.333, 0.209], [-0.755, 2.821, 0.028], [-1.200, 2.390, -1.308], [-1.070, 2.033, -0.347]],
  "mulliken_charge": [-0.794, -0.106, 0.062, 0.332, 0.277, 0.375, 0.295, 0.257, 0.311, 0.321, 0.350, -0.679]
}

---

(R)
{
  "formula": "C2H8NO",
  "method": "wB97M-V/def2-TZVPD",
  "homo_energy_ev": -15.564,
  "orbital_gap_ev": 10.0,
  "molar_mass_g_mol": 62.1,
  "total_charge": 1,
  "symbols": ["O", "H", "H", "H", "C", "C", "N", "H", "H", "H", "H", "H"],
  "coordinates": [[0.518, 2.740, -1.814], [0.651, 3.666, -1.564], [1.102, 2.777, -2.505], [-1.737, -1.354, 1.089], [-0.645, -1.705, 1.344], [0.419, -0.851, 0.745], [0.007, -0.225, -0.363], [-0.570, -2.737, 1.002], [-0.680, -1.734, 2.462], [1.450, -0.959, 1.023], [-1.021, -0.088, -0.498], [0.506, 0.470, -0.920]],
  "mulliken_charge": [-0.631, 0.328, 0.306, 0.299, -0.996, 0.361, -0.229, 0.306, 0.326, 0.383, 0.281, 0.267]
}

---

Which one sits at the top of the stability order? (P) does.

---

(P)
{
  "formula": "C3H2O4",
  "method": "wB97M-V/def2-TZVPD",
  "homo_energy_ev": -9.414,
  "orbital_gap_ev": 9.1,
  "molar_mass_g_mol": 102.0,
  "symbols": ["C", "C", "C", "O", "O", "O", "O", "H", "H"],
  "coordinates": [[0.189, -0.199, -0.275], [0.823, -1.470, 0.008], [2.565, 0.164, 0.061], [1.446, 0.763, 0.027], [3.678, 0.578, -0.038], [2.069, -1.332, 0.088], [-0.856, 0.337, 0.293], [0.170, -0.181, -1.343], [-0.624, 0.451, 1.197]],
  "mulliken_charge": [0.509, -0.414, 0.643, -0.423, -0.452, -0.111, -0.394, 0.316, 0.328]
}

---

(Q)
{
  "formula": "C3H2O4",
  "method": "wB97M-V/def2-TZVPD",
  "homo_energy_ev": [-9.456, -9.455],
  "orbital_gap_ev": [8.5, 8.5],
  "molar_mass_g_mol": 102.0,
  "smiles": "O=C=CO.O=C=O",
  "symbols": ["O", "C", "C", "O", "H", "H", "O", "C", "O"],
  "coordinates": [[-1.739, 0.586, -0.838], [-0.595, 0.498, -0.562], [0.680, 0.854, -0.496], [1.498, 0.425, 0.505], [1.279, 1.114, -1.325], [1.366, 0.932, 1.305], [-0.616, -2.244, -0.342], [-0.824, -1.324, 0.356], [-1.050, -0.841, 1.396]],
  "mulliken_charge": [-0.370, 0.787, -0.579, -0.488, 0.342, 0.336, -0.388, 0.718, -0.357]
}

---

Which one sits at the top of the stability order? (Q) does.

---

(P)
{
  "formula": "C4H5O3S",
  "method": "wB97M-V/def2-TZVPD",
  "homo_energy_ev": -4.972,
  "orbital_gap_ev": 8.9,
  "molar_mass_g_mol": 133.1,
  "total_charge": -1,
  "symbols": ["C", "C", "C", "C", "O", "O", "O", "S", "H", "H", "H", "H", "H"],
  "coordinates": [[-1.805, -1.266, 0.145], [-1.157, 2.142, 0.314], [-1.163, -0.322, -0.532], [-1.143, 1.022, -0.120], [1.565, -1.488, -0.086], [1.953, 0.677, -1.174], [1.899, 0.532, 1.283], [2.119, -0.144, 0.017], [-1.787, -2.295, -0.168], [-2.329, -1.044, 1.059], [3.542, -0.398, 0.026], [-1.094, 3.130, 0.660], [-0.601, -0.544, -1.424]],
  "mulliken_charge": [-0.609, 0.317, -0.622, -0.424, -0.597, -0.602, -0.593, 0.885, 0.261, 0.264, -0.058, 0.412, 0.367]
}

---

(Q)
{
  "formula": "C4H5O3S",
  "method": "wB97M-V/def2-TZVPD",
  "homo_energy_ev": -4.800,
  "orbital_gap_ev": 8.7,
  "molar_mass_g_mol": 133.1,
  "total_charge": -1,
  "smiles": "C=C1C[C@@H]1S(=O)(=O)[O-]",
  "symbols": ["C", "C", "C", "C", "S", "O", "O", "O", "H", "H", "H", "H", "H"],
  "coordinates": [[0.765, -1.506, -0.144], [-0.031, -0.425, -0.227], [-0.353, 0.855, 0.468], [-1.472, 0.571, -0.530], [-2.980, -0.075, 0.053], [-4.001, 0.899, -0.292], [-3.106, -1.338, -0.627], [-2.702, -0.291, 1.484], [1.576, -1.482, 0.516], [0.412, -2.358, -0.631], [-0.778, 0.800, 1.409], [0.116, 1.834, 0.210], [-1.653, 1.098, -1.491]],
  "mulliken_charge": [-0.721, 0.068, -0.546, -0.291, 1.186, -0.702, -0.680, -0.738, 0.279, 0.284, 0.306, 0.228, 0.325]
}

---

Which one sits at the top of the stability order? (P) does.